86
Properties=species:S:1:pos:R:3:forces:R:3 method="wB97M-V/def2-TZVPD" charge=0 gap_ev=8.47 fmax_ev_per_a=3.60 multiplicity=1 smiles="O=[N+]([O-])c1ccccc1.O=[N+]([O-])c1ccccc1.O=[N+]([O-])c1ccccc1.O=[N+]([O-])c1ccccc1.O=[N+]([O-])c1ccccc1.BrCCBr.BrCCBr" molar_mass_g_mol=991.28 relative_energy_kcal_mol=30.1
O -17.26227 0.67824 -5.73345 1.2 1.1 0.2
N -16.68335 0.22686 -6.71276 -3.4 -1.0 0.3
O -16.87883 -0.95108 -6.97797 1.7 0.0 -1.1
C -16.12903 1.16399 -7.70866 0.5 -0.2 0.7
C -16.01881 2.47667 -7.30720 -0.4 1.8 -1.1
C -15.52666 3.43373 -8.23364 -0.1 -0.6 1.1
C -14.99911 2.98238 -9.40647 0.5 0.7 -1.1
C -15.08079 1.66701 -9.74156 -0.1 -1.5 -1.1
C -15.69370 0.73806 -8.95712 0.3 -0.6 1.1
H -16.44775 2.86701 -6.39613 0.2 -0.5 0.2
H -15.48284 4.49158 -8.02047 -0.1 -0.2 0.3
H -14.51499 3.61561 -10.13521 -0.1 0.5 0.2
H -14.70465 1.23814 -10.65862 0.3 0.6 -0.3
H -15.64075 -0.29147 -9.27909 -0.5 -0.1 0.3
O -15.08599 5.70700 -6.22786 0.5 1.0 1.3
N -14.55352 5.91842 -5.13583 0.2 -2.3 0.5
O -14.46970 5.02298 -4.25345 -0.1 2.5 -1.7
C -13.92366 7.24507 -4.88230 0.4 0.4 1.3
C -13.89561 8.24975 -5.82207 -0.8 0.2 -1.8
C -13.37519 9.49896 -5.56337 0.2 0.0 1.8
C -12.93689 9.76670 -4.25193 1.0 0.3 -1.7
C -12.84120 8.76770 -3.31162 -0.2 -0.6 -0.4
C -13.32957 7.49779 -3.64022 -0.4 -0.6 0.2
H -14.31854 8.13131 -6.80873 0.0 -0.5 -0.1
H -13.29405 10.28393 -6.30069 -0.3 -0.2 -0.2
H -12.44922 10.72041 -4.11399 -0.2 0.2 0.5
H -12.32423 8.99485 -2.39099 -0.2 -0.3 0.2
H -13.28262 6.65562 -2.96572 0.1 0.1 0.3
O -21.58431 14.25450 -4.16916 0.4 -0.8 -0.7
N -20.62408 13.83406 -4.82000 -1.4 1.6 1.5
O -19.51476 14.28934 -4.67631 0.9 -0.4 -0.3
C -20.88024 12.82981 -5.81969 2.2 -0.2 -1.6
C -22.04956 12.15435 -5.83682 -1.5 -1.8 -0.7
C -22.21933 11.17501 -6.83739 0.0 0.4 0.1
C -21.25344 10.91683 -7.77755 0.4 -0.2 -0.8
C -20.03504 11.58261 -7.79326 -0.1 1.6 2.5
C -19.85014 12.56043 -6.77694 -0.5 -1.3 -0.2
H -22.84665 12.21788 -5.11087 0.2 0.6 0.2
H -23.11351 10.57662 -6.93104 -0.2 0.2 0.4
H -21.43863 10.15917 -8.52458 -0.1 -0.1 0.0
H -19.17623 11.31491 -8.39090 -0.3 0.0 -0.3
H -18.84747 12.94299 -6.65564 -0.2 0.6 0.1
O -13.10065 6.16848 -9.64527 1.7 0.9 -0.4
N -12.63110 7.30714 -9.75483 -1.6 -1.3 -0.1
O -13.28826 8.25697 -9.34038 1.3 0.5 -0.4
C -11.33727 7.51652 -10.51727 -0.5 -0.5 -0.4
C -11.04885 8.74962 -11.04001 -0.2 1.3 0.3
C -9.97865 8.96554 -11.90905 -1.5 0.6 0.7
C -9.21504 7.90295 -12.30045 0.8 1.2 -0.8
C -9.45751 6.69110 -11.75886 -0.3 -1.9 1.1
C -10.53887 6.45572 -10.91103 -0.4 -0.4 0.2
H -11.68025 9.58768 -10.78428 -0.1 0.1 0.1
H -9.88063 9.99082 -12.23399 0.4 -0.1 -0.4
H -8.44525 8.02155 -13.04862 0.2 0.1 0.1
H -8.75596 5.88534 -11.91689 -0.2 -0.2 -0.4
H -10.80972 5.44606 -10.63967 0.2 0.0 0.3
O -18.33251 12.87633 -1.61873 0.7 -0.5 -0.8
N -19.00483 12.09244 -2.24585 -1.7 -1.0 0.0
O -20.23058 11.99906 -2.09027 1.3 -0.1 -0.7
C -18.39789 11.04912 -3.20004 1.1 -0.8 -1.7
C -19.22765 10.18785 -4.03681 0.4 1.7 2.2
C -18.67053 9.17515 -4.77358 0.6 -0.1 -0.4
C -17.30428 8.98643 -4.75988 1.5 0.2 0.7
C -16.44626 9.81923 -4.02466 -1.2 0.1 0.1
C -16.96379 10.89400 -3.30612 -2.1 0.0 0.7
H -20.30730 10.21153 -4.02251 0.0 0.5 0.3
H -19.29300 8.50620 -5.34930 -0.1 0.1 0.0
H -16.79371 8.14772 -5.20965 -0.4 -0.3 -0.4
H -15.40071 9.57812 -3.90178 -0.1 0.1 -0.3
H -16.28260 11.50088 -2.72812 -0.2 0.2 0.1
Br -17.15942 10.85231 -12.37203 -0.4 0.5 0.1
C -16.35434 9.24075 -12.99723 2.0 -0.7 1.3
C -14.89116 9.19211 -12.38767 -0.8 0.5 -1.8
Br -14.00347 7.75877 -13.43681 0.0 0.2 0.8
H -16.31889 9.21590 -14.08637 -0.1 0.1 0.3
H -16.86418 8.39678 -12.53261 -0.3 0.2 -0.6
H -14.83192 9.08198 -11.30487 -0.2 -0.6 -0.2
H -14.34181 10.09369 -12.65874 -0.1 -0.1 0.0
Br -19.16428 8.41307 -8.44311 0.2 0.2 -0.2
C -17.26936 8.85475 -8.63387 -0.1 -1.7 -0.3
C -16.53132 7.48322 -8.71526 0.1 1.3 -0.9
Br -16.70427 6.69020 -10.55232 0.0 0.2 1.0
H -16.96613 9.47552 -7.79078 0.0 -0.3 0.1
H -17.10176 9.39984 -9.56279 -0.3 0.0 0.1
H -16.89028 6.69574 -8.05258 0.2 0.4 0.1
H -15.47332 7.73425 -8.63965 0.0 -0.7 0.1